Entry 1:
26
Properties=species:S:1:pos:R:3:forces:R:3 method="wB97M-V/def2-TZVPD" lumo_ev="2.5 / 2.6" energy_ev=-59362.945 gap_ha="0.1076 / 0.1070" total_charge=-1 e_above_lowest_kj_mol=0.00
C -2.323 2.770 -2.370 1.89 3.51 -0.85
Zn -0.012 -0.941 -1.495 -2.46 0.04 -1.97
N 1.432 -1.655 -2.521 0.52 -0.85 -0.71
H -1.273 1.245 -2.930 1.73 -2.89 -0.13
H 2.269 -1.082 -2.535 0.94 0.13 -0.17
H -2.734 2.779 -3.433 0.43 -0.70 1.56
H -2.311 3.898 -2.105 -0.12 -1.03 -0.02
H -1.152 2.278 -2.415 -3.09 1.24 0.04
H -2.859 2.265 -1.594 -0.44 -0.68 0.02
H 1.594 -2.562 -2.057 0.22 0.24 -0.29
H 1.093 -1.830 -3.474 0.17 -0.04 0.11
C 2.518 -0.025 2.996 1.33 0.15 1.47
C 1.379 -0.249 2.137 -0.66 -0.38 -0.86
C 0.105 -0.683 2.394 -0.57 -0.07 1.80
C -0.649 -0.687 1.246 2.11 0.62 -1.77
N 0.212 -0.319 0.260 0.37 1.17 1.29
N 1.439 -0.048 0.817 -1.55 -0.11 0.19
C -2.051 -1.091 0.955 -0.11 0.19 0.17
H 2.284 0.614 3.856 -0.14 -0.07 -0.17
H 2.908 -0.957 3.413 -0.08 -0.01 -0.07
H 3.355 0.446 2.487 0.02 0.06 -0.26
H -0.283 -0.964 3.341 -0.06 -0.09 0.74
H 2.234 0.343 0.317 -0.57 -0.31 -0.27
H -2.136 -2.189 1.087 -0.11 0.58 -0.24
H -2.685 -0.572 1.697 0.00 -0.32 -0.33
H -2.352 -0.784 -0.072 0.22 -0.35 0.71

***

Entry 2:
39
Properties=species:S:1:pos:R:3:forces:R:3 method="wB97M-V/def2-TZVPD" lumo_ev="0.0 / 0.0" energy_ev=-54743.531 gap_ha="0.2876 / 0.2871" e_above_lowest_kj_mol=191.05
Pt -0.076 0.165 -0.190 -0.16 0.66 1.62
C 2.669 3.102 2.142 -0.08 -0.06 0.11
C 1.779 2.040 1.500 0.02 0.10 -0.14
O 1.759 2.245 0.077 0.39 0.19 0.13
P 0.033 2.176 2.043 0.72 -0.27 -0.61
O -0.627 3.412 1.365 -0.12 0.17 0.10
O 0.128 2.577 3.561 -0.56 -0.13 0.08
O -0.693 0.880 1.768 0.01 0.24 -0.46
P 2.408 0.313 1.856 -0.16 0.45 -0.23
O 1.926 0.179 3.409 -0.17 -0.09 0.13
O 3.884 0.327 1.789 -0.11 -0.24 -0.13
O 1.573 -0.656 1.031 -0.10 -0.06 -0.39
H 2.399 4.082 1.748 -0.01 0.00 0.02
H 3.709 2.878 1.905 0.00 0.02 -0.06
H 2.570 3.120 3.225 0.04 -0.02 0.02
H 2.670 2.139 -0.232 -0.02 0.02 0.03
H -1.093 3.140 0.540 -0.03 -0.05 -0.01
H 0.462 1.829 4.079 0.12 -0.05 0.06
H 2.674 -0.100 3.949 0.10 0.04 0.06
N -1.371 -1.606 0.875 -0.40 -0.70 0.41
H -2.098 -2.196 0.488 -0.01 -0.07 0.12
H -1.774 -1.050 1.621 -0.02 0.03 -0.05
H -0.653 -2.185 1.299 -0.04 -0.07 -0.01
O -1.430 1.763 -0.789 0.43 -0.41 -0.23
N -1.188 2.464 -1.889 -0.01 -0.19 0.46
O -1.782 3.512 -1.991 -0.22 0.35 -0.01
O -0.396 2.023 -2.689 0.27 -0.24 -0.46
C 0.063 -3.032 -1.662 -0.05 -0.06 0.02
C 0.899 -1.898 -2.122 -0.06 -0.06 -0.04
N 0.812 -0.633 -1.762 0.24 0.48 -0.49
C 1.779 0.073 -2.457 -0.11 0.00 -0.06
C 2.458 -0.784 -3.247 -0.06 -0.21 0.04
N 1.889 -2.023 -3.025 0.11 0.05 -0.10
H -0.879 -2.648 -1.289 -0.02 0.03 0.02
H 0.558 -3.590 -0.866 0.01 0.03 0.04
H -0.147 -3.714 -2.486 0.06 0.00 -0.02
H 1.857 1.139 -2.366 -0.01 0.03 0.06
H 3.269 -0.637 -3.935 0.02 0.02 -0.03
H 2.156 -2.886 -3.465 -0.03 0.04 0.02

***

Entry 3:
34
Properties=species:S:1:pos:R:3:forces:R:3 method="wB97M-V/def2-TZVPD" lumo_ev=-1.0 energy_ev=-28813.252 gap_ha=0.2490
C 10.323 -9.744 -15.781 0.51 0.45 -1.29
C 9.214 -8.819 -15.495 0.12 -0.46 2.14
O 8.372 -8.980 -14.674 -0.66 0.11 -0.18
N 9.266 -7.467 -16.122 0.27 1.00 -0.52
H 8.663 -6.813 -15.616 -0.27 -0.50 0.20
H 10.216 -7.080 -16.001 0.66 -0.31 -0.67
C 8.854 -7.486 -17.562 -0.24 -0.73 -0.26
H 10.442 -9.745 -16.871 0.38 -0.49 0.11
H 10.188 -10.730 -15.356 -0.40 0.02 -0.05
H 11.263 -9.322 -15.414 -0.10 0.22 -0.04
H 8.846 -6.487 -17.983 0.25 0.01 0.06
H 7.857 -7.922 -17.618 -0.10 0.23 0.19
H 9.496 -8.175 -18.104 0.36 0.40 -0.05
C 14.305 -10.953 -15.418 -0.54 0.82 0.31
C 15.453 -11.038 -16.360 -0.58 -0.58 -0.50
O 16.557 -11.369 -16.107 0.55 0.05 0.20
N 15.094 -10.741 -17.790 0.20 0.82 0.89
H 14.814 -11.576 -18.332 0.15 0.01 -0.47
H 14.264 -10.122 -17.761 -0.40 0.17 -0.45
C 16.157 -9.952 -18.484 -0.29 0.03 -0.86
H 13.916 -9.929 -15.349 0.38 0.15 -0.25
H 14.609 -11.219 -14.411 -0.01 -0.41 -0.12
H 13.425 -11.484 -15.786 0.25 -0.44 0.03
H 15.802 -9.873 -19.510 0.21 0.04 0.00
H 17.125 -10.437 -18.459 -0.14 -0.23 0.18
H 16.201 -8.953 -18.057 -0.10 -0.08 0.22
N 13.931 -11.005 -20.843 0.17 1.15 -1.09
O 14.674 -11.956 -20.495 0.02 -0.18 0.50
O 14.009 -10.535 -22.002 -0.16 -0.69 1.02
O 13.168 -10.472 -20.002 0.09 -0.36 0.17
N 13.156 -7.708 -17.105 0.50 1.04 0.46
O 12.963 -8.819 -17.628 -0.09 -0.57 0.11
O 12.177 -7.083 -16.605 -0.55 -0.11 0.10
O 14.281 -7.196 -17.052 -0.44 -0.59 -0.09

***

Entry 4:
24
Properties=species:S:1:pos:R:3:forces:R:3 method="wB97M-V/def2-TZVPD" lumo_ev=4.1 energy_ev=-10018.836 gap_ha=0.2547 total_charge=-1 e_above_lowest_kj_mol=20.02
C -0.705 -2.267 -0.174 -0.37 0.76 0.74
C -0.216 -1.757 -1.525 -0.66 -0.61 -0.72
C -0.862 -0.407 -1.841 0.73 0.53 -0.05
C 1.298 -1.695 -1.598 0.22 0.24 0.98
H -0.245 -3.200 0.155 0.14 0.01 -0.11
H -0.522 -1.466 0.553 0.50 -0.22 0.09
H -1.793 -2.384 -0.089 -0.01 -0.22 -0.57
H -0.553 -2.470 -2.300 0.05 0.02 0.07
H -0.422 0.074 -2.727 -0.19 -0.45 -0.30
H -0.584 0.309 -1.051 -0.43 -0.37 0.28
H -1.938 -0.511 -1.973 -0.08 0.15 0.06
H 1.754 -2.574 -1.131 -0.05 -0.22 -0.35
H 1.665 -1.565 -2.614 0.05 0.02 -0.08
H 1.628 -0.875 -0.951 -0.03 0.20 -0.20
C -0.661 2.484 2.533 -0.18 0.08 -0.47
N 0.192 2.749 1.380 0.30 0.25 0.27
C 1.063 1.570 1.101 0.32 -0.27 0.20
O 0.428 0.450 0.756 0.10 0.20 0.04
H -1.383 1.682 2.334 -0.01 -0.05 0.17
H -1.199 3.397 2.806 -0.06 -0.03 0.10
H -0.035 2.181 3.372 0.03 0.00 0.06
H -0.406 2.864 0.569 -0.03 -0.08 -0.08
H 1.663 1.482 2.047 -0.07 0.00 0.09
H 1.833 1.928 0.368 -0.27 0.07 -0.20

***

Entry 5:
24
Properties=species:S:1:pos:R:3:forces:R:3 method="wB97M-V/def2-TZVPD" lumo_ev=-7.1 energy_ev=-10009.599 gap_ha=0.2040 total_charge=+1 e_above_lowest_kj_mol=358.27
C -1.087 1.936 0.562 -0.12 0.40 -0.08
O -0.104 2.709 -0.100 0.36 0.14 0.21
C -0.363 0.848 1.272 0.68 0.31 -0.15
C 0.541 -0.017 0.591 0.40 -0.20 0.52
C -0.179 -1.083 -0.331 -1.11 0.52 -0.31
C -0.875 -2.149 0.503 0.39 -0.13 0.48
C 0.055 -2.907 1.465 -0.48 0.10 -0.24
N 1.276 2.051 -3.299 -0.38 0.12 0.39
H -1.717 1.524 -0.222 -0.39 -0.29 0.03
H -1.675 2.535 1.249 -0.23 -0.04 0.03
H 0.029 3.540 0.380 0.02 -0.15 -0.11
H -0.396 0.811 2.365 -0.34 -0.16 -0.17
H 1.166 -0.514 1.319 0.26 -0.23 -0.04
H 1.151 0.604 -0.078 -0.18 0.10 -0.18
H 0.521 -1.437 -1.084 0.22 -0.13 0.27
H -0.958 -0.528 -0.867 0.24 -0.11 -0.20
H -1.648 -1.624 1.087 -0.08 -0.37 -0.16
H -1.352 -2.878 -0.155 -0.07 0.25 -0.11
H 0.262 -2.310 2.343 0.32 0.17 0.23
H -0.440 -3.803 1.839 0.12 -0.05 -0.15
H 0.984 -3.176 0.961 0.01 -0.12 0.13
H 1.423 1.267 -3.916 0.23 0.05 -0.11
H 1.503 1.779 -2.352 0.07 -0.09 -0.01
H 1.883 2.823 -3.533 0.08 -0.09 -0.26

***

Entry 6:
26
Properties=species:S:1:pos:R:3:forces:R:3 method="wB97M-V/def2-TZVPD" lumo_ev=-4.1 energy_ev=-14103.965 gap_ha=0.3416 total_charge=+1 e_above_lowest_kj_mol=283.25
C 0.438 1.504 0.527 -0.68 3.47 3.75
O -0.963 1.528 0.247 -0.78 1.38 -1.03
C 0.806 0.262 1.210 4.35 0.86 -3.04
C 1.193 -0.725 0.085 1.88 -1.71 4.92
C 0.242 -1.475 -0.704 -0.94 -2.34 -0.78
C 0.421 -2.620 -1.364 -0.07 0.89 0.29
C -1.510 -0.104 -1.591 -0.48 -0.96 1.16
N -1.145 -1.019 -0.726 -0.89 2.04 -1.62
H 1.076 1.547 -0.355 -0.41 0.71 0.16
H 0.568 2.470 1.311 0.28 -2.66 -2.32
H -1.221 2.483 0.146 0.38 -1.43 0.13
H 1.828 0.447 1.696 -1.22 0.07 -0.69
H 0.300 -0.106 1.980 -3.00 -1.47 2.87
H 1.926 -0.215 -0.451 1.04 0.72 -1.53
H 1.855 -1.379 0.798 -1.16 -0.09 -2.06
H -0.431 -3.021 -1.859 -0.45 -0.46 -0.38
H 1.337 -3.166 -1.469 0.44 0.11 0.19
H -1.001 0.232 -2.500 0.99 -0.52 0.78
H -2.474 0.383 -1.562 -0.40 -0.54 0.57
H -1.803 -1.341 0.030 0.92 0.52 -0.52
H 0.514 4.468 -0.594 2.71 -2.28 -0.03
H 1.890 3.717 -1.232 -1.90 0.48 1.69
O 1.203 3.680 -0.475 -0.57 3.05 -2.31
H -2.130 -2.003 2.737 1.54 -0.75 -2.63
H -1.328 -3.218 2.217 -0.06 0.55 -0.53
O -1.593 -2.329 1.900 -1.53 0.33 2.97